Entry 1:
{
  "formula": "C4H7N3",
  "method": "the ωB97M-V functional and the def2-TZVPD basis",
  "symbols": ["C", "N", "C", "C", "C", "N", "N", "H", "H", "H", "H", "H", "H", "H"],
  "coordinates": [[-1.8777, -1.0398, -0.8890], [-0.8931, -0.2399, -0.1916], [0.5509, -0.2032, -0.3459], [0.8472, 0.9125, 0.5543], [2.0888, 0.8873, 1.1052], [-0.3462, 1.5875, 0.8878], [-1.3026, 0.8584, 0.4836], [-2.8766, -0.6847, -0.6154], [-1.7736, -2.0845, -0.5887], [-1.7707, -0.9708, -1.9814], [0.8247, -0.0796, -1.4026], [2.4439, -0.0632, 1.5049], [1.4654, -0.7928, 0.0258], [2.6511, 1.7504, 1.4068]],
  "forces_ev_per_a": [[0.088, -0.104, 0.077], [0.314, -0.444, 0.502], [0.254, -0.024, 0.012], [0.484, 0.016, 0.121], [-0.200, 0.659, 0.697], [0.140, 0.266, -0.634], [0.396, 0.018, -0.307], [0.306, -0.029, 0.016], [-0.092, 0.027, -0.099], [0.080, 0.060, 0.230], [-0.106, 0.505, 0.094], [0.462, 0.021, -1.125], [-1.779, -1.365, -0.343], [-0.347, 0.395, 0.759]],
  "smiles": "C=C1CN(C)N=N1",
  "charge": 0,
  "energy_ha": -320.73543,
  "gap_ev": [8.38, 8.38],
  "multiplicity": 1,
  "e_above_lowest_ev": 4.024
}



Entry 2:
{
  "formula": "C4H7N3",
  "method": "the ωB97M-V functional and the def2-TZVPD basis",
  "symbols": ["C", "N", "C", "N", "N", "C", "C", "H", "H", "H", "H", "H", "H", "H"],
  "coordinates": [[-0.3742, 2.1832, -0.3579], [-1.2135, 1.0053, -0.4178], [-0.7547, -0.2375, -0.0437], [-1.4330, -1.2946, 0.1073], [0.4129, -2.8195, 0.3774], [1.1579, -1.7657, 0.3226], [0.6143, -0.4632, 0.3898], [0.6019, 1.9516, -0.7959], [-0.8333, 2.9712, -0.9622], [-0.2229, 2.5674, 0.6631], [-2.2105, 1.1339, -0.3278], [0.9066, -3.6486, 0.0272], [2.2473, -1.8172, 0.1928], [1.1042, 0.3166, 0.9762]],
  "forces_ev_per_a": [[0.074, 0.095, 0.003], [-0.122, -0.072, -0.015], [-0.140, -0.408, 0.333], [-0.865, 0.571, -0.297], [0.515, 0.020, -0.451], [0.132, -0.611, 0.043], [0.255, 0.566, 0.358], [-0.156, 0.106, 0.080], [0.101, -0.129, 0.117], [-0.013, -0.064, -0.185], [0.141, -0.024, -0.032], [0.115, 0.145, 0.358], [-0.107, -0.032, -0.016], [0.071, -0.162, -0.297]],
  "charge": 0,
  "energy_ha": -320.73227,
  "gap_ev": [7.59, 8.62],
  "multiplicity": 1,
  "e_above_lowest_ev": 4.110
}



Entry 3:
{
  "formula": "C4H7N3",
  "method": "the ωB97M-V functional and the def2-TZVPD basis",
  "symbols": ["C", "C", "C", "C", "N", "N", "N", "H", "H", "H", "H", "H", "H", "H"],
  "coordinates": [[-0.3865, -1.8429, 0.0282], [0.8699, -0.9901, 0.2836], [0.3873, 0.4299, 0.3181], [0.5161, 1.4757, -0.5649], [-0.5420, 2.2716, -0.2733], [-1.2679, 1.7804, 0.7303], [-0.7006, 0.6864, 1.1049], [-0.1576, -2.8947, -0.1559], [-1.0614, -1.7668, 0.8849], [-0.9322, -1.4500, -0.8380], [1.3453, -1.2894, 1.2248], [1.5981, -1.1249, -0.5226], [1.2340, 1.7551, -1.3222], [-0.9035, 3.0563, -0.7888]],
  "forces_ev_per_a": [[-0.011, -0.139, -0.030], [0.087, 0.004, 0.004], [-0.233, -0.085, -0.179], [-0.132, -0.097, 0.075], [0.009, 0.163, 0.022], [0.128, 0.158, 0.063], [-0.134, 0.128, -0.091], [0.087, 0.069, 0.049], [0.134, -0.079, -0.143], [0.130, -0.126, 0.086], [-0.053, 0.099, -0.148], [-0.051, 0.053, 0.143], [-0.142, -0.279, 0.026], [0.180, 0.130, 0.123]],
  "smiles": "CCc1c[nH]nn1",
  "charge": 0,
  "energy_ha": -320.84939,
  "gap_ev": 10.36,
  "multiplicity": 1,
  "e_above_lowest_ev": 0.923
}



Entry 4:
{
  "formula": "C4H7N3",
  "method": "the ωB97M-V functional and the def2-TZVPD basis",
  "symbols": ["C", "C", "N", "C", "N", "C", "N", "H", "H", "H", "H", "H", "H", "H"],
  "coordinates": [[-1.8359, 0.3044, -0.5600], [-0.9979, -0.5351, 0.4176], [0.3020, 0.0734, 0.6778], [1.3520, -0.2468, -0.1454], [1.4140, -1.3298, -0.8182], [2.3838, 0.7929, -0.1937], [3.1682, 1.6371, -0.2978], [-1.1760, 0.8647, -1.2336], [-2.4745, 1.0264, -0.0358], [-2.4783, -0.3277, -1.1821], [-0.7921, -1.5246, 0.0079], [-1.5164, -0.6741, 1.3715], [0.2837, 1.0303, 1.0051], [2.2836, -1.3995, -1.3393]],
  "forces_ev_per_a": [[-0.053, 0.033, -0.047], [-0.112, -0.129, -0.009], [0.059, 0.164, -0.109], [-0.095, -0.178, -0.061], [0.095, 0.344, 0.132], [0.789, 0.740, -0.112], [-0.747, -0.867, 0.153], [-0.136, -0.161, 0.074], [0.171, -0.125, -0.099], [0.054, 0.095, 0.177], [-0.060, 0.135, 0.050], [0.068, 0.032, -0.148], [0.058, -0.159, -0.056], [-0.091, 0.076, 0.056]],
  "smiles": "[H]/N=C(\\C#N)NCC",
  "charge": 0,
  "energy_ha": -320.86342,
  "gap_ev": 10.46,
  "multiplicity": 1,
  "e_above_lowest_ev": 0.541
}



Entry 5:
{
  "formula": "C4H7N3",
  "method": "the ωB97M-V functional and the def2-TZVPD basis",
  "symbols": ["C", "C", "C", "C", "H", "H", "H", "H", "H", "H", "H", "N", "N", "N"],
  "coordinates": [[-2.3758, 0.0405, 0.1603], [-0.4686, -1.4160, -0.1755], [0.9689, 1.3288, -0.1102], [1.8870, 0.1796, 0.0533], [-2.8524, 1.0346, -0.4087], [-2.7962, -0.9200, -0.2824], [-2.6704, 0.0251, 1.3080], [-1.2976, -1.9918, -0.2594], [0.4234, -1.7374, 0.5799], [-0.0276, -1.5542, -1.2723], [1.3805, 2.3193, -0.4447], [-0.9952, -0.0460, -0.0183], [-0.4041, 1.1779, 0.0063], [2.5096, -0.8424, 0.1852]],
  "forces_ev_per_a": [[-3.884, 0.810, 0.472], [5.432, 1.489, -1.278], [-2.514, -1.224, 0.090], [1.714, -3.352, 0.051], [1.293, -2.762, 1.687], [-0.053, 1.569, 0.477], [0.330, 0.296, -2.212], [-2.198, -2.111, 0.693], [-2.760, 0.659, -1.744], [-0.392, 0.616, 2.173], [-0.716, -1.172, 0.887], [2.312, 1.655, 0.356], [3.881, -1.375, -1.229], [-2.445, 4.901, -0.425]],
  "smiles": "CN(C)/N=C\\C#N",
  "charge": 0,
  "energy_ha": -320.74134,
  "gap_ev": 8.57,
  "multiplicity": 1,
  "e_above_lowest_ev": 3.863
}



Entry 6:
{
  "formula": "C4H7N3",
  "method": "the ωB97M-V functional and the def2-TZVPD basis",
  "symbols": ["C", "C", "C", "C", "H", "H", "H", "H", "H", "H", "H", "N", "N", "N"],
  "coordinates": [[1.1815, 0.1650, -1.8075], [0.2114, 0.1528, -0.6603], [-0.9605, -0.0218, 1.2551], [0.1880, -0.5283, 0.5608], [0.7545, -0.0083, -2.7938], [1.7455, 1.1188, -1.8075], [1.8842, -0.6403, -1.7001], [-0.9745, 1.8312, -1.2047], [-1.3366, -0.2910, 2.2064], [0.6532, -2.3013, 1.4053], [1.9791, -1.1832, 1.4960], [-0.8041, 1.0076, -0.5769], [-1.5259, 0.9408, 0.5367], [1.1261, -1.5387, 0.9415]],
  "forces_ev_per_a": [[0.121, 0.417, 0.345], [0.842, -0.604, 0.666], [1.267, 0.352, -1.610], [0.048, -0.151, -0.174], [-0.443, 0.292, 0.065], [-0.241, -0.472, -0.156], [0.428, -0.321, 0.370], [0.186, -1.540, 0.893], [-0.306, -0.200, 0.682], [0.362, 0.028, 0.234], [-2.168, -0.805, -1.066], [-1.052, 2.426, -1.536], [-0.308, -0.280, 0.641], [1.263, 0.858, 0.648]],
  "smiles": "Cc1[nH]ncc1N",
  "charge": 0,
  "energy_ha": -320.86391,
  "gap_ev": 9.45,
  "multiplicity": 1,
  "e_above_lowest_ev": 0.528
}



Entry 7:
{
  "formula": "C4H7N3",
  "method": "the ωB97M-V functional and the def2-TZVPD basis",
  "symbols": ["C", "C", "N", "C", "N", "C", "N", "H", "H", "H", "H", "H", "H", "H"],
  "coordinates": [[1.5231, -1.4028, 0.4976], [1.1572, -0.1386, -0.2627], [-0.0773, 0.3977, 0.4010], [-1.1735, 0.7911, -0.3012], [-1.1976, 0.7021, -1.5722], [-2.3420, 1.3027, 0.4529], [-3.3257, 1.7270, 0.8971], [0.6130, -1.9999, 0.4211], [1.7229, -1.1797, 1.5480], [2.3460, -2.0011, 0.0869], [1.0235, -0.4529, -1.3100], [1.9108, 0.6578, -0.3070], [-0.0802, 0.6303, 1.3898], [-2.1002, 0.9664, -1.9412]],
  "forces_ev_per_a": [[-0.090, -0.026, 0.162], [-0.161, 0.120, 0.152], [0.042, 0.156, -0.249], [0.249, -0.128, -0.458], [-0.286, 0.021, -0.004], [-0.660, 0.282, 0.252], [1.286, -0.542, -0.411], [0.171, -0.294, 0.306], [0.039, -0.190, -0.012], [-0.080, 0.454, -0.024], [-0.792, 0.581, 0.476], [0.012, -0.264, 0.313], [0.387, -0.281, -0.416], [-0.118, 0.111, -0.087]],
  "smiles": "[H]/N=C(\\C#N)NCC",
  "charge": 0,
  "energy_ha": -320.85705,
  "gap_ev": 10.38,
  "multiplicity": 1,
  "e_above_lowest_ev": 0.714
}



Entry 8:
{
  "formula": "C4H7N3",
  "method": "the ωB97M-V functional and the def2-TZVPD basis",
  "symbols": ["C", "C", "C", "N", "N", "C", "N", "H", "H", "H", "H", "H", "H", "H"],
  "coordinates": [[0.3843, 0.2851, -0.2276], [-0.8882, 0.0158, 0.4320], [1.5199, -0.6784, 0.0106], [-0.0647, 0.0764, -1.8969], [-1.0409, 0.4946, -2.4331], [-0.4745, 0.3673, 2.0863], [-0.8419, 0.2805, 3.1758], [0.7005, 1.3291, -0.1778], [-1.8213, 0.8610, -1.8401], [-1.2088, -1.0246, 0.4170], [-1.6907, 0.7294, 0.2480], [2.2870, -0.5360, -0.7503], [1.1754, -1.7104, -0.0313], [1.9637, -0.4897, 0.9873]],
  "forces_ev_per_a": [[-0.982, -0.330, -3.662], [1.392, 1.242, 4.636], [-0.238, 0.239, -0.193], [3.595, -0.272, 1.519], [-1.947, -0.013, -0.352], [-2.766, -1.547, -2.785], [0.751, 0.383, 0.358], [-0.160, -0.103, -0.028], [0.312, 0.493, 0.432], [0.028, 0.128, 0.123], [0.053, -0.125, -0.123], [-0.035, -0.009, 0.002], [-0.007, -0.044, 0.008], [0.005, -0.042, 0.065]],
  "smiles": "[H]/N=N\\[C@H](C)CC#N",
  "charge": 0,
  "energy_ha": -320.74800,
  "gap_ev": 8.82,
  "multiplicity": 1,
  "e_above_lowest_ev": 3.682
}



Entry 9:
{
  "formula": "C4H7N3",
  "method": "the ωB97M-V functional and the def2-TZVPD basis",
  "symbols": ["C", "N", "C", "C", "C", "N", "N", "H", "H", "H", "H", "H", "H", "H"],
  "coordinates": [[-0.5067, -1.1060, 0.6597], [2.0150, 0.8361, -0.7429], [-0.6699, 0.6881, 0.2732], [-0.7648, -2.1902, 1.3596], [-0.9720, 1.2896, -0.9135], [0.5086, -0.2563, 0.3998], [1.5238, -0.3841, -0.3827], [1.2977, 1.5729, -0.8254], [2.5722, 0.7292, -1.5806], [-0.9144, 1.1455, 1.2232], [0.0227, -2.7174, 1.8946], [-1.7683, -2.5909, 1.4125], [-0.6997, 0.8490, -1.8622], [-1.6441, 2.1346, -0.9154]],
  "forces_ev_per_a": [[-0.129, -0.059, 0.040], [-0.120, -0.027, 0.067], [0.119, -0.043, -0.224], [0.056, 0.070, -0.050], [0.088, -0.149, 0.190], [0.482, 0.238, -0.244], [-0.495, 0.107, 0.167], [0.010, -0.147, 0.018], [-0.062, -0.012, 0.065], [-0.020, -0.054, -0.016], [-0.017, 0.056, -0.049], [0.033, 0.050, -0.018], [0.036, -0.011, 0.017], [0.020, -0.019, 0.038]],
  "charge": 0,
  "energy_ha": -320.64331,
  "gap_ev": [7.18, 7.59],
  "multiplicity": 1,
  "e_above_lowest_ev": 6.531
}



Entry 10:
{
  "formula": "C4H7N3O",
  "method": "the ωB97M-V functional and the def2-TZVPD basis",
  "symbols": ["C", "C", "C", "C", "H", "H", "H", "H", "H", "H", "H", "N", "N", "N", "O"],
  "coordinates": [[-3.1792, 0.4742, -0.3394], [-1.1202, -0.7366, 0.4894], [1.0827, -0.4880, -0.1431], [1.0312, 0.8140, 0.3602], [-3.8516, -1.1132, -1.3373], [-3.4762, 0.5795, 1.3098], [-3.3974, 2.0955, -1.3886], [-1.8889, -1.1111, 1.4392], [2.5233, -1.9388, -0.3488], [2.6933, 0.0081, -0.7208], [0.1440, 0.9904, 1.0879], [-1.7486, 0.2383, -0.2078], [0.1613, -1.3074, 0.3473], [2.2104, -0.7449, -0.6179], [2.0007, 1.6008, 0.1380]],
  "forces_ev_per_a": [[2.362, -0.353, 2.053], [-4.411, 1.332, 1.445], [-4.877, -2.139, 2.308], [1.218, 6.861, 1.298], [0.892, 2.898, 1.760], [-0.322, -0.175, -3.915], [0.245, -3.241, 2.169], [2.454, 0.199, -2.479], [-0.695, 5.189, -1.763], [5.235, 5.283, -0.787], [1.694, 0.448, -1.178], [0.813, -2.503, -0.981], [-1.376, 1.263, -0.975], [0.287, -13.061, 0.008], [-3.519, -2.002, 1.038]],
  "charge": 0,
  "energy_ha": -395.61051,
  "gap_ev": 7.01,
  "multiplicity": 1,
  "e_above_lowest_ev": 14.637
}



Entry 11:
{
  "formula": "C4H7N3O",
  "method": "the ωB97M-V functional and the def2-TZVPD basis",
  "symbols": ["C", "C", "C", "C", "H", "H", "H", "H", "H", "H", "H", "N", "N", "N", "O"],
  "coordinates": [[2.3261, 0.0124, -0.6290], [1.2242, -0.5762, 0.5550], [-0.9684, -0.5339, -0.1604], [-2.5618, -0.9828, -0.2570], [1.8173, -0.8088, -1.6236], [1.9577, 1.1205, -1.0349], [3.4850, -0.3155, -0.2633], [0.8112, 0.3841, 1.1852], [1.5767, -1.3174, 1.2426], [-0.2231, 1.3128, 0.1516], [-2.3272, 1.8993, 1.0846], [0.0594, -1.2340, 0.1166], [-1.1225, 0.8852, -0.0090], [-3.7409, -1.3732, -0.2176], [-2.3135, 1.5274, -0.1407]],
  "forces_ev_per_a": [[-2.743, -2.981, -1.136], [0.480, 3.981, 0.363], [-3.749, 1.870, 1.442], [-4.797, -3.311, 0.190], [2.344, 2.563, 2.837], [1.729, -2.881, 1.447], [-3.431, 1.538, -1.483], [1.614, -2.043, -0.807], [1.440, 0.186, 0.368], [-0.573, 1.202, -0.328], [-1.128, -1.279, -5.556], [-2.981, -0.080, -2.209], [2.801, -3.908, -1.245], [8.457, 2.863, -0.322], [0.538, 2.281, 6.440]],
  "charge": 0,
  "energy_ha": -395.82035,
  "gap_ev": 9.09,
  "multiplicity": 1,
  "e_above_lowest_ev": 8.927
}



Entry 12:
{
  "formula": "C4H7N3O",
  "method": "the ωB97M-V functional and the def2-TZVPD basis",
  "symbols": ["C", "C", "C", "C", "N", "N", "N", "O", "H", "H", "H", "H", "H", "H", "H"],
  "coordinates": [[-0.4853, -0.8982, -1.4681], [0.8372, -0.8543, -1.7137], [0.4652, 0.1658, 0.1321], [-1.9841, -0.1345, 0.3793], [0.5908, 1.0605, 1.4296], [-0.7492, -0.1997, -0.3168], [1.9033, 1.1775, 1.8667], [1.4947, -0.1947, -0.6877], [-1.3387, -1.4485, -1.9760], [1.5134, -1.3275, -2.4866], [-2.1446, 0.9138, 0.7217], [-2.7656, -0.3048, -0.2940], [-1.9019, -0.7956, 1.2458], [2.0251, 2.1860, 1.8823], [2.5397, 0.6542, 1.2854]],
  "forces_ev_per_a": [[-1.046, -1.414, -1.762], [0.743, -1.534, -1.592], [1.425, 6.077, 7.431], [0.855, 1.753, 1.759], [-2.385, -5.199, -6.272], [1.677, -0.408, -0.964], [0.166, 0.292, 0.377], [-1.787, 0.042, 0.538], [1.567, 0.944, 0.462], [-1.273, 0.745, 1.116], [0.274, -0.745, 0.081], [-1.173, -0.868, -0.869], [-0.590, 0.055, -0.046], [1.002, -0.245, -0.150], [0.545, 0.506, -0.110]],
  "smiles": "Cn1cco/c1=N\\N",
  "charge": 0,
  "energy_ha": -395.98041,
  "gap_ev": [7.17, 7.17],
  "multiplicity": 1,
  "e_above_lowest_ev": 4.572
}



Question: charge of number 9 (C4H7N3)?
Answer: 0